Computed, not measured: a cluster of 9 separate species, C27H72O27S9 in total in a non-equilibrium geometry, with ωB97M-V/def2-TZVPD.

Calculated values
highest occupied orbital energy = -10.7322 eV
2S+1 = 1
relative energy (zero: lowest compared OMol25 entry of this formula, charge and spin) = 110.77 kcal per mole
SMILES = CCOS(C)(=O)=O.CCOS(C)(=O)=O.CCOS(C)(=O)=O.CCOS(C)(=O)=O.CCOS(C)(=O)=O.CCOS(C)(=O)=O.CCOS(C)(=O)=O.CCOS(C)(=O)=O.CCOS(C)(=O)=O
LUMO level = -0.20 eV

Each line ends with the Löwdin charge.
CARTESIAN COORDINATES (ANGSTROEM)
C1 2.972 3.562 3.730  -0.0260
C2 1.524 2.938 3.828  -0.2511
O1 0.549 3.972 3.879  -0.2570
S1 -0.919 3.710 3.327  0.6482
C3 -0.550 3.409 1.565  -0.1003
O2 -1.467 2.481 3.922  -0.3113
O3 -1.672 4.974 3.413  -0.2997
H1 3.090 4.165 2.830  0.0572
H2 3.661 2.722 3.642  0.0505
H3 3.233 4.227 4.554  0.0846
H4 1.386 2.161 3.076  0.0850
H5 1.433 2.228 4.650  0.1107
H6 -0.215 2.373 1.534  0.0303
H7 0.160 4.178 1.259  0.0831
H8 -1.549 3.475 1.132  0.0713
C4 -8.549 1.159 -0.168  -0.0567
C5 -7.136 1.742 -0.106  -0.3144
O4 -6.774 2.053 -1.423  -0.2658
S2 -5.281 2.739 -1.726  0.6984
C6 -4.245 1.255 -1.332  -0.1085
O5 -5.178 3.165 -3.146  -0.2984
O6 -4.942 3.715 -0.709  -0.3092
H9 -8.492 0.219 -0.716  0.0560
H10 -9.308 1.825 -0.578  0.0818
H11 -8.800 0.955 0.873  0.0806
H12 -7.037 2.630 0.517  0.1189
H13 -6.486 0.982 0.328  0.0956
H14 -3.232 1.487 -1.660  0.0515
H15 -4.564 0.499 -2.049  0.0286
H16 -4.285 0.886 -0.307  0.0705
C7 6.926 5.891 -2.216  -0.0713
C8 5.708 5.023 -2.420  -0.2727
O7 6.043 3.839 -1.651  -0.2649
S3 4.766 2.825 -1.284  0.6660
C9 3.991 3.715 0.208  -0.0480
O8 3.771 2.901 -2.350  -0.3168
O9 5.293 1.561 -0.870  -0.2955
H17 7.123 6.627 -2.995  0.0802
H18 7.809 5.268 -2.364  0.0812
H19 6.926 6.351 -1.228  0.0850
H20 4.837 5.541 -2.018  0.1046
H21 5.565 4.816 -3.480  0.1159
H22 4.127 4.781 0.024  0.0678
H23 4.466 3.434 1.148  0.0372
H24 3.005 3.254 0.151  0.0432
C10 3.218 -6.809 -1.292  -0.0587
C11 1.971 -6.189 -1.851  -0.2652
O10 2.199 -4.767 -2.059  -0.2874
S4 1.307 -3.952 -3.140  0.6524
C12 1.832 -4.909 -4.654  -0.0897
O11 -0.107 -4.255 -2.853  -0.3088
O12 1.775 -2.612 -3.355  -0.2800
H25 4.053 -6.552 -1.944  0.0881
H26 3.012 -7.870 -1.157  0.0892
H27 3.425 -6.431 -0.291  0.0833
H28 1.685 -6.716 -2.761  0.1051
H29 1.136 -6.168 -1.149  0.1250
H30 2.920 -4.963 -4.635  0.0718
H31 1.567 -4.302 -5.520  0.0685
H32 1.319 -5.867 -4.565  0.0529
C13 -0.455 2.275 -3.962  -0.0439
C14 -0.103 3.564 -3.186  -0.2775
O13 0.065 4.646 -4.079  -0.2646
S5 1.505 5.465 -4.072  0.6887
C15 2.525 4.297 -5.139  -0.0773
O14 1.311 6.795 -4.640  -0.2884
O15 2.046 5.454 -2.699  -0.3312
H33 0.472 1.887 -4.386  0.0684
H34 -1.303 2.420 -4.631  0.0834
H35 -0.745 1.398 -3.383  0.0543
H36 -0.836 3.823 -2.422  0.1230
H37 0.840 3.441 -2.654  0.0858
H38 2.649 3.346 -4.622  0.0464
H39 3.428 4.882 -5.312  0.0585
H40 1.970 4.195 -6.071  0.0653
C16 -1.199 -2.328 -0.730  -0.0482
C17 -0.558 -0.900 -0.737  -0.2859
O16 0.343 -0.815 0.340  -0.2428
S6 1.566 0.286 0.150  0.6871
C18 2.553 -0.610 -1.037  -0.1056
O17 0.989 1.532 -0.400  -0.3016
O18 2.256 0.262 1.452  -0.3044
H41 -1.906 -2.479 -1.546  0.0783
H42 -1.746 -2.452 0.204  0.0512
H43 -0.414 -3.084 -0.745  0.0579
H44 -0.296 -0.678 -1.771  0.1130
H45 -1.429 -0.264 -0.575  0.1053
H46 3.532 -0.131 -1.043  0.0500
H47 2.164 -0.560 -2.054  0.0619
H48 2.721 -1.638 -0.713  0.0821
C19 -9.101 -3.806 -3.272  -0.0571
C20 -8.025 -3.738 -2.212  -0.3600
O19 -6.994 -3.047 -2.742  -0.2429
S7 -5.881 -2.205 -1.804  0.6853
C21 -5.169 -3.519 -0.953  -0.1307
O20 -4.932 -1.629 -2.746  -0.2847
O21 -6.621 -1.289 -0.916  -0.2850
H49 -9.956 -4.425 -3.000  0.0800
H50 -8.733 -4.302 -4.170  0.0829
H51 -9.482 -2.821 -3.543  0.0852
H52 -8.314 -3.285 -1.263  0.1221
H53 -7.741 -4.772 -2.015  0.1183
H54 -4.539 -3.090 -0.174  0.0566
H55 -4.530 -4.153 -1.567  0.0991
H56 -5.998 -3.924 -0.372  0.0810
C22 4.507 1.326 6.546  -0.0405
C23 5.650 0.853 5.577  -0.2400
O22 5.661 1.766 4.450  -0.3093
S8 6.766 1.497 3.268  0.6785
C24 5.867 0.169 2.300  -0.0797
O23 6.755 2.730 2.460  -0.3093
O24 8.002 0.976 3.861  -0.3025
H57 4.759 2.241 7.082  0.0798
H58 4.353 0.573 7.319  0.0724
H59 3.583 1.339 5.968  0.0635
H60 6.635 0.666 6.004  0.1122
H61 5.365 -0.121 5.178  0.1028
H62 4.796 0.374 2.269  0.0497
H63 6.008 -0.721 2.913  0.0550
H64 6.436 0.118 1.372  0.0646
C25 -3.054 -4.136 2.354  -0.0807
C26 -1.715 -3.850 3.026  -0.2846
O25 -1.251 -4.979 3.701  -0.2628
S9 -1.983 -5.511 5.103  0.6830
C27 -1.144 -4.461 6.362  -0.0997
O26 -3.383 -5.085 5.141  -0.3152
O27 -1.638 -6.920 5.212  -0.2804
H65 -3.759 -4.778 2.883  0.0715
H66 -2.839 -4.620 1.401  0.0685
H67 -3.464 -3.205 1.964  0.0661
H68 -1.005 -3.510 2.272  0.1169
H69 -1.838 -3.063 3.770  0.1141
H70 -1.486 -4.779 7.347  0.0681
H71 -1.365 -3.399 6.255  0.0723
H72 -0.133 -4.864 6.291  0.0639